A single C6H10N2O5 molecule at a distorted geometry, computed with the ωB97M-V functional and the def2-TZVPD basis.

Geometry as XYZ:
```
23
Properties=species:S:1:pos:R:3:forces:R:3
N 4.161 -0.700 -0.129 -2.1 4.5 -5.6
C 3.070 0.370 0.224 2.0 -0.2 2.3
C 1.636 0.007 -0.313 -0.3 2.5 0.3
O 1.357 -0.955 -0.986 0.5 -0.8 0.1
N 0.650 0.994 -0.088 0.5 0.5 3.6
C -0.783 0.607 -0.207 1.8 1.6 0.0
C -1.303 -0.529 0.642 -4.5 1.1 0.3
C -2.592 -1.161 -0.048 0.3 0.6 -2.4
O -2.962 -0.852 -1.252 0.9 -1.9 5.6
O -3.170 -2.107 0.816 -0.3 -1.4 -6.3
C -1.561 1.933 -0.123 0.1 0.4 0.5
O -1.061 2.951 0.313 -0.8 -1.1 -0.5
O -2.833 1.849 -0.543 0.2 -2.4 -0.4
H 3.781 -1.171 -1.079 1.2 2.0 1.8
H 3.966 -1.472 0.321 -1.1 -4.8 4.2
H 3.534 1.416 -0.149 -1.6 -2.4 0.9
H 3.015 0.415 1.549 0.1 0.0 -4.1
H 0.778 1.715 0.747 0.0 -2.0 -2.5
H -0.804 0.278 -1.209 -0.6 -0.5 -1.3
H -1.766 -0.316 1.660 1.2 0.2 -0.9
H -0.608 -1.287 0.705 1.5 -1.8 0.3
H -3.514 -2.830 0.002 0.8 2.8 3.7
H -2.992 0.845 -0.854 0.3 2.8 0.4
```
Positions in Å, forces in eV/Å.

As for the HOMO energy: -10.13 eV. As for the structure (SMILES): NCC(=O)N[C@@H](CC(=O)O)C(=O)O. The calculation puts the LUMO energy at -0.118 eV. As for the energy relative to the best compared isomer or geometry (same formula, charge and spin): 4.357 eV. For the molar mass, the calculation gives 190.15 g/mol. For the frontier orbital gap, the calculation gives 10.008 eV.